The following is a quantum chemistry calculation of a 2-piece molecular cluster, C2H6N6S overall in a non-equilibrium geometry, from the Open Molecules 2025 dataset.

2S+1: 1
Energy above the lowest of the compared OMol25 structures with the same formula, charge and spin: 1.9353 eV

Element x y z (Å)
S (-0.0511, -2.0680, 0.0415)
N (-1.7744, -0.1316, -1.0535)
N (2.6291, 0.7467, -0.1119)
N (-1.6264, 0.5617, -0.0325)
N (0.4083, 0.6256, 0.2080)
N (-1.9604, -0.0054, 1.0928)
N (2.2127, -0.5148, -0.1870)
C (0.8349, -0.6459, 0.0743)
C (1.5086, 1.4702, 0.1402)
H (-2.1338, -0.9939, 1.0112)
H (2.9709, -1.1791, -0.3673)
H (-1.4984, 0.4010, 1.9100)
H (-1.5624, 0.3640, -1.8982)
H (1.5029, 2.5921, 0.0854)
H (-1.4605, -1.2224, -0.9131)

Results of the Löwdin charge analysis, in e, for atoms 1 through 5: number 1, S, carries 0.5856; number 2, N, carries 0.0106; number 3, N, carries -0.0001; number 4, N, carries -0.1644; number 5, N, carries -0.0221

The following is a quantum chemistry calculation of C44H44BiBr2Cl3N2O6S2Si as an isolated structure, from the Open Molecules 2025 dataset.

Total charge: -2
2S+1: 1
Energy above the lowest of the compared OMol25 structures with the same formula, charge and spin: 0.1678 eV

Element x y z (Å)
Bi (0.4628, 0.7750, 0.4308)
Br (7.2462, 0.5539, 3.8963)
Br (2.1786, -1.6267, 4.9783)
Cl (1.8678, -1.4512, -9.0928)
Cl (0.1027, 5.7614, -2.1120)
Cl (-2.3168, 0.9083, -1.7400)
S (-0.5320, 3.2295, -0.3313)
S (-1.6447, -0.0974, 1.6605)
Si (-1.8991, -1.9463, 0.6654)
O (1.5582, -0.5622, 2.1740)
O (-3.1846, -1.9314, -0.3577)
O (1.3945, 0.4934, -2.6941)
O (3.5290, -0.2251, -2.7269)
O (-0.5746, -2.2021, -0.2417)
O (-2.2525, -3.2024, 1.6707)
N (3.0653, 1.2199, 0.6914)
N (-0.3551, 8.4990, 6.9060)
C (-0.3579, -2.9804, -1.4290)
C (4.6051, -0.4277, 4.1632)
C (0.6872, 2.2110, 2.0998)
C (-0.4551, 5.1521, 3.4542)
C (3.0906, 2.7692, -1.1737)
C (0.6764, 3.0850, 2.9385)
C (-0.1216, -4.1418, 2.3678)
C (3.2787, -1.0170, -6.8175)
C (-2.0230, 2.4110, -2.5470)
C (5.1434, 2.2361, 0.1900)
C (1.0411, 5.4981, 5.7691)
C (3.6129, 0.6158, 1.7681)
C (3.3887, -0.6944, -5.4727)
C (2.0226, -1.0254, -7.4012)
C (-2.4015, 3.7901, -4.4735)
C (-1.5480, 4.7426, -3.9430)
C (0.8877, -0.6982, -6.6798)
C (2.7350, -0.2388, 2.5531)
C (1.2604, 4.3900, 4.9747)
C (-0.6760, 6.2571, 4.2462)
C (-5.2762, -1.3284, -1.2790)
C (-2.6283, 2.6173, -3.7741)
C (-4.5886, -2.0264, -0.1090)
C (1.0225, -0.3531, -5.3420)
C (5.7250, 1.6630, 1.2796)
C (-0.8924, -2.2085, -2.6323)
C (-1.5804, -2.9239, 4.0020)
C (0.5138, 4.1969, 3.8096)
C (-1.5579, -3.8181, 2.7645)
C (-4.9814, -1.3405, 1.2012)
C (5.4328, 0.2881, 3.3461)
C (-1.1842, 3.3659, -1.9439)
C (-4.9654, -3.5101, -0.0587)
C (0.0701, 6.4378, 5.4171)
C (-0.1623, 7.5778, 6.2418)
C (-1.0497, -4.3399, -1.3035)
C (3.2919, -0.6721, 3.7694)
C (2.4169, 0.0027, -3.2344)
C (2.2664, -0.3594, -4.7254)
C (3.7701, 2.0335, -0.0718)
C (-2.3272, -5.1080, 3.0457)
C (-0.9547, 4.5256, -2.7121)
C (1.1502, -3.1682, -1.5464)
C (4.9616, 0.8504, 2.1425)
H (-3.2792, 1.8515, -4.1752)
H (3.8087, 3.3206, -1.7805)
H (2.3586, 3.4648, -0.7586)
H (-4.7513, -3.9868, -1.0176)
H (2.5412, 2.0684, -1.8044)
H (2.0153, 3.6663, 5.2512)
H (-6.0254, -3.6343, 0.1759)
H (-1.0085, 4.9972, 2.5366)
H (4.1476, -1.2672, -7.4126)
H (-1.0758, -1.9847, 3.7879)
H (-3.3678, -4.8784, 3.2867)
H (5.7153, 2.8773, -0.4675)
H (-4.5890, -0.3234, 1.2163)
H (1.6450, -2.2081, -1.6917)
H (-0.6858, -2.7541, -3.5563)
H (0.1613, -0.0646, -4.7526)
H (-0.3946, -1.2392, -2.6816)
H (6.7686, 1.8374, 1.5054)
H (1.5468, -3.6236, -0.6362)
H (0.4365, -3.2199, 2.2051)
H (-6.0676, -1.3163, 1.3072)
H (-0.1102, -4.7182, 1.4400)
H (-5.0237, -1.8232, -2.2187)
H (-0.8819, -4.9386, -2.2002)
H (-1.3335, 5.6571, -4.4798)
H (-4.9322, -0.2952, -1.3329)
H (-2.6110, -2.7026, 4.2930)
H (-0.0846, -0.7172, -7.1546)
H (1.6179, 5.6541, 6.6715)
H (-0.6577, -4.8810, -0.4398)
H (-2.1225, -4.1988, -1.1644)
H (-1.0687, -3.4196, 4.8291)
H (0.3667, -4.7165, 3.1547)
H (-4.3632, -3.9901, 0.7119)
H (-1.8750, -5.6326, 3.8893)
H (1.3811, -3.8098, -2.3993)
H (-2.3096, -5.7564, 2.1672)
H (-6.3602, -1.3395, -1.1463)
H (-1.9669, -2.0514, -2.5282)
H (-1.4205, 6.9931, 3.9722)
H (4.9606, -0.8096, 5.1096)
H (-4.5469, -1.8783, 2.0452)
H (4.3492, -0.6972, -4.9738)
H (-2.8721, 3.9556, -5.4341)

Results of the Löwdin charge analysis, in e, for atoms 1 through 5: number 1, Bi, carries 1.3758; number 2, Br, carries 0.6827; number 3, Br, carries 0.7194; number 4, Cl, carries 0.5916; number 5, Cl, carries 0.6276

The following is a quantum chemistry calculation of C24H19IrN7O7S as an isolated structure in a non-equilibrium geometry, from the Open Molecules 2025 dataset.

Total charge: -1
2S+1: 1
Energy above the lowest of the compared OMol25 structures with the same formula, charge and spin: 0.0000 eV

Element x y z (Å)
Ir (-1.6650, 0.1969, -1.6654)
S (1.4731, 1.1111, 1.0354)
O (2.5624, 2.0523, 0.9293)
O (-1.4516, -1.2871, -3.2078)
O (-3.3872, -0.8249, -2.4299)
O (-1.6643, -1.1909, -0.1434)
O (-2.2238, 1.6788, -2.9424)
O (0.4513, 1.3926, 2.0149)
O (-3.1906, -2.2970, -4.0080)
N (-2.1824, 1.3488, -0.1673)
N (-2.6944, -1.5111, -3.2540)
N (3.7566, -4.1267, 2.7195)
N (0.7034, 0.8660, -0.3578)
N (0.5416, 0.5315, -2.5327)
N (-2.3631, 0.6877, 1.0351)
N (2.6919, 0.2964, -1.5270)
C (-1.9293, -2.7659, 2.1015)
C (3.1620, -0.0261, -2.7173)
C (-1.6162, 3.7987, -3.7233)
C (-1.9588, -2.9130, 4.4994)
C (3.9465, -1.7184, 2.4943)
C (-2.0634, -1.5304, 4.5806)
C (-1.7413, 3.4121, -1.3264)
C (-1.8928, -3.5293, 3.2581)
C (3.2444, -2.9023, 2.2731)
C (-2.0395, -1.3817, 2.1817)
C (2.0047, -2.8447, 1.6367)
C (-1.4051, 4.7581, -1.1307)
C (-1.9958, 2.6148, -0.1429)
C (2.1820, -0.4589, 1.4675)
C (-1.2836, 5.1139, -3.4891)
C (-2.1019, -0.7644, 3.4273)
C (1.0417, 0.1974, -3.7058)
C (1.3717, 0.5694, -1.4589)
C (-1.1711, 5.6082, -2.1893)
C (2.3868, -0.0900, -3.8681)
C (3.4172, -0.5039, 2.0903)
C (1.4763, -1.6305, 1.2368)
C (-1.8457, 2.9021, -2.6616)
C (-2.0272, -0.5717, 0.9403)
H (0.5193, -1.5931, 0.7311)
H (-1.7090, 3.4118, -4.7296)
H (0.3383, 0.1623, -4.5309)
H (4.2232, -0.2584, -2.7568)
H (3.9634, 0.4180, 2.2387)
H (-1.8703, -3.2280, 1.1252)
H (-2.1500, 0.3145, 3.4689)
H (4.9139, -1.7539, 2.9834)
H (3.3974, -4.9333, 2.2348)
H (-2.1003, -1.0463, 5.5485)
H (-1.3238, 5.1226, -0.1131)
H (-0.8986, 6.6407, -2.0157)
H (-1.9176, -3.5078, 5.4038)
H (-2.0072, 3.0874, 0.8337)
H (4.7588, -4.1542, 2.8161)
H (-1.8044, -4.6067, 3.1908)
H (1.4501, -3.7592, 1.4571)
H (2.7998, -0.3578, -4.8285)
H (-1.1021, 5.7735, -4.3301)

Results of the Löwdin charge analysis, in e, for atoms 1 through 5: number 1, Ir, carries 1.5109; number 2, S, carries 0.5852; number 3, O, carries -0.3249; number 4, O, carries -0.0997; number 5, O, carries -0.0713

The following is a quantum chemistry calculation of C3H9S2 as an isolated structure in a non-equilibrium geometry, from the Open Molecules 2025 dataset.

Total charge: -1
2S+1: 1
Energy above the lowest of the compared OMol25 structures with the same formula, charge and spin: 0.8680 eV

Element x y z (Å)
S (0.2391, -1.3585, 0.8157)
S (0.8531, 1.6446, 0.2136)
C (2.5302, 0.9515, 0.1418)
C (-1.8032, -0.3055, -0.9077)
C (-1.5471, -0.9434, 0.4697)
H (3.3201, 1.6873, -0.0087)
H (-2.0440, -1.9047, 0.6106)
H (-1.6482, 0.7806, -0.7945)
H (0.5629, 0.2551, 0.6735)
H (-1.1016, -0.6506, -1.6789)
H (2.7415, 0.3444, 1.1125)
H (-1.8636, -0.2460, 1.2815)
H (2.5972, 0.2313, -0.6597)
H (-2.8363, -0.4861, -1.2695)

Results of the Löwdin charge analysis, in e, for atoms 1 through 5: number 1, S, carries 0.3026; number 2, S, carries 0.3525; number 3, C, carries -0.6095; number 4, C, carries -0.2284; number 5, C, carries -0.6857